The following is a DFT calculation (ωB97M-V with the def2-TZVPD basis set) of a structure of composition C28H46BrN3P2SSn.

Largest force on an atom = 0.06110 Eh/bohr
HOMO energy (spin up / spin down) = -12.422 / -12.430 eV
Charge = +2
Orbital gap (spin up / spin down) = 0.1387 / 0.1392 Ha
Relative energy (zero: lowest compared OMol25 entry of this formula, charge and spin) = 129.93 kJ/mol
Energy = -5127.3555 Eh

Each line ends with the Mulliken charge.
Element x y z (Å)
Sn  0.753  0.024  0.774  0.71
Br  2.473  1.093  2.677  -0.42
S  -1.270  0.155  2.491  -0.13
P  -0.531  -2.187  0.146  0.52
P  5.173  -0.843  0.023  -0.12
N  -0.728  -0.383  5.094  -0.13
N  -7.017  5.036  -4.931  -0.55
N  0.048  1.557  4.451  -0.03
C  0.221  1.854  -0.328  0.56
C  -5.720  4.922  -2.925  -0.53
C  0.325  1.534  -1.687  -0.90
C  -2.179  -1.954  -0.598  -0.39
C  4.442  0.822  0.258  1.35
C  -2.068  2.423  -0.474  -0.19
C  5.251  -2.331  -2.269  -1.38
C  0.526  -3.042  -1.086  -0.21
C  -3.225  2.153  -2.630  -0.73
C  0.810  1.278  5.658  -0.45
C  4.361  -1.333  -1.535  0.46
C  -0.875  2.476  0.262  -1.35
C  0.246  -2.638  -2.549  -1.19
C  -5.281  3.350  -4.706  -0.37
C  -6.716  5.509  -3.716  -0.32
C  -0.883  1.443  -2.383  -0.21
C  5.222  -2.129  2.482  -1.31
C  -6.324  3.998  -5.417  -0.36
C  -1.678  -4.436  1.434  -1.29
C  -4.023  3.236  -2.455  -0.29
C  -0.651  0.475  4.060  -0.03
C  -0.699  -3.264  1.608  -0.17
C  -3.421  -1.940  0.292  -1.42
C  4.443  -2.100  1.173  0.26
C  5.432  1.967  0.148  -1.55
C  -2.080  1.925  -1.797  1.00
C  -5.008  3.780  -3.381  0.61
C  0.173  -0.014  6.179  -0.57
H  5.237  -3.320  -1.799  0.34
H  1.566  -2.789  -0.795  -0.07
H  4.673  -2.670  3.248  0.37
H  0.371  -4.122  -0.943  0.54
H  1.869  1.065  5.452  0.19
H  3.367  -1.877  1.313  -0.34
H  0.743  2.132  6.339  0.38
H  1.285  1.282  -2.145  0.56
H  4.893  -2.438  -3.295  0.41
H  -2.143  -1.011  -1.162  0.31
H  -0.929  1.117  -3.421  0.50
H  4.971  2.864  0.574  0.38
H  6.178  -2.635  2.350  0.38
H  0.444  -1.579  -2.744  0.23
H  -0.380  0.174  7.101  0.30
H  0.903  -0.820  6.351  0.33
H  -3.291  -1.359  1.211  0.28
H  5.703  2.150  -0.896  0.38
H  -7.281  6.372  -3.340  0.34
H  4.247  -0.403  -2.109  0.40
H  4.535  -3.071  0.647  0.39
H  -3.004  2.810  -0.049  0.45
H  -5.501  5.396  -1.962  0.31
H  -3.382  1.493  -3.479  0.44
H  -4.691  2.565  -5.180  0.31
H  -6.642  3.660  -6.413  0.37
H  -1.198  -1.282  5.022  0.22
H  -3.759  -2.950  0.548  0.40
H  -3.965  3.847  -1.551  0.14
H  0.315  2.278  3.804  0.32
H  -1.349  -5.275  2.062  0.38
H  -4.225  -1.465  -0.282  0.42
H  0.301  -3.672  1.827  0.54
H  -1.738  -4.822  0.404  0.34
H  0.897  -3.231  -3.203  0.43
H  -0.788  -2.854  -2.848  0.39
H  -2.693  -4.183  1.769  0.36
H  6.335  1.743  0.731  0.37
H  3.571  0.943  -0.409  -0.07
H  -2.276  -2.770  -1.328  0.49
H  5.421  -1.125  2.842  0.32
H  -0.844  2.917  1.260  0.52
H  4.087  0.857  1.318  -0.89
H  6.289  -1.982  -2.301  0.39
H  -1.007  -2.628  2.454  -0.01
H  3.364  -1.747  -1.316  -0.45

Atoms 1-6, force components in eV/Å:
Sn 0.18 2.43 1.98
Br -1.51 -0.99 -0.19
S -0.17 0.10 -0.30
P 0.31 -0.83 -0.23
P 0.99 -0.17 -0.37
N -0.21 -0.17 -1.33

=====

The following is a DFT calculation (ωB97M-V with the def2-TZVPD basis set) of a structure of composition C28H46BrNOP2Zn.

Largest force on an atom = 0.04608 Eh/bohr
HOMO energy (spin up / spin down) = -12.044 / -12.044 eV
Charge = +2
Orbital gap (spin up / spin down) = 0.1405 / 0.1405 Ha
Relative energy (zero: lowest compared OMol25 entry of this formula, charge and spin) = 124.91 kJ/mol
Energy = -6259.8630 Eh

Each line ends with the Mulliken charge.
Element x y z (Å)
Br  -1.589  1.672  -4.090  -0.04
Zn  0.500  -0.846  0.011  -1.40
P  1.374  0.106  1.879  1.38
P  -1.847  3.714  -0.445  -0.34
O  -2.161  -1.500  1.823  -0.57
N  3.223  -6.513  -3.412  -0.47
C  -2.411  2.639  0.903  1.53
C  1.339  -5.827  -2.092  -0.50
C  0.810  -1.442  -2.141  -0.15
C  -0.232  3.172  -1.119  1.81
C  1.569  -2.172  -1.058  -0.18
C  -4.249  -0.317  1.506  -1.20
C  -0.693  0.082  -3.857  0.24
C  0.693  0.677  3.464  0.01
C  -3.159  -0.968  2.304  1.07
C  0.636  4.431  -1.282  -1.51
C  2.013  -2.374  3.037  -1.36
C  1.789  0.719  4.534  -1.26
C  3.245  -4.381  -2.299  -0.23
C  3.270  1.304  0.123  -1.13
C  -3.008  3.345  -1.787  0.29
C  1.213  -3.554  -1.024  0.01
C  -3.462  -1.034  3.781  -1.32
C  -3.055  4.435  -2.855  -1.34
C  -1.377  -0.928  -3.117  -0.94
C  1.935  -4.565  -1.770  0.54
C  0.721  0.143  -3.961  -0.84
C  -3.280  3.453  1.873  -1.52
C  1.470  -0.562  -3.031  -0.13
C  -0.576  -1.746  -2.295  -0.26
C  2.033  -6.764  -2.864  -0.34
C  3.853  -5.400  -3.032  -0.43
C  2.642  -1.174  2.304  -0.40
C  2.307  1.568  1.274  -0.66
H  4.908  -5.345  -3.325  0.38
H  -2.999  1.836  0.452  -0.26
H  1.437  1.325  5.377  0.40
H  3.422  -0.688  2.907  0.59
H  -2.067  4.632  -3.278  0.29
H  1.613  -7.766  -3.021  0.38
H  0.277  1.684  3.294  0.48
H  2.757  0.964  -0.786  0.13
H  -3.095  3.203  2.926  0.35
H  1.221  0.845  -4.640  0.44
H  0.163  5.173  -1.944  0.40
H  2.550  -3.288  2.742  0.36
H  -1.024  -2.523  -1.663  0.27
H  -3.101  4.531  1.751  0.54
H  2.128  -2.271  4.127  0.36
H  1.626  4.205  -1.703  0.39
H  0.197  -3.829  -0.714  0.51
H  -4.375  -1.618  3.965  0.43
H  3.820  -3.466  -2.148  0.38
H  4.036  0.566  0.387  0.34
H  -2.637  -1.527  4.286  0.34
H  2.033  -0.279  4.915  0.27
H  0.217  2.459  -0.408  -1.10
H  -4.397  0.723  1.811  0.28
H  2.632  -1.883  -0.959  1.23
H  0.942  -2.520  2.814  0.29
H  -4.013  3.131  -1.405  0.42
H  1.517  2.263  0.951  0.21
H  3.795  2.229  -0.147  0.46
H  -0.152  0.014  3.732  0.18
H  -4.045  -0.325  0.433  0.24
H  -5.173  -0.875  1.712  0.47
H  -4.345  3.273  1.683  0.35
H  0.782  4.919  -0.307  0.41
H  -1.538  2.205  1.402  -0.64
H  -2.589  2.411  -2.202  -0.42
H  2.558  -0.436  -2.964  0.55
H  0.328  -6.076  -1.767  0.37
H  2.830  2.025  2.125  0.62
H  3.096  -1.485  1.352  0.46
H  -0.364  2.656  -2.088  -0.46
H  -3.703  4.132  -3.682  0.39
H  2.717  1.181  4.165  0.32
H  -3.619  -0.043  4.212  0.35
H  -2.448  -1.104  -3.198  0.50
H  -3.453  5.376  -2.458  0.40

Atoms 1-6, force components in eV/Å:
Br -0.51 0.17 -1.97
Zn -0.59 0.03 0.44
P 1.44 0.57 0.45
P -0.12 2.32 0.48
O -0.26 0.73 0.05
N 0.07 -0.34 1.05

=====

The following is a DFT calculation (ωB97M-V with the def2-TZVPD basis set) of a structure of composition C28H46F6OP2Pt.

Largest force on an atom = 0.04837 Eh/bohr
Spin multiplicity = 5
HOMO energy (spin up / spin down) = -12.561 / -14.234 eV
Charge = +2
Orbital gap (spin up / spin down) = 0.2630 / 0.1769 Ha
Relative energy (zero: lowest compared OMol25 entry of this formula, charge and spin) = 214.68 kJ/mol
Energy = -2570.1813 Eh

Each line ends with the Mulliken spin population.
Element x y z (Å)
Pt  0.668  -1.148  -1.093  0.76
P  1.623  0.964  -0.080  0.25
P  -1.423  -0.227  -0.819  0.27
F  -3.163  3.027  1.040  0.00
F  -1.508  4.449  0.813  0.01
F  -3.106  4.816  2.308  0.01
F  -3.207  1.603  3.663  0.00
F  -2.928  3.485  4.729  0.02
F  -1.424  1.886  4.908  0.01
O  -0.839  2.023  2.230  0.84
C  -0.928  1.479  -1.431  0.05
C  1.511  -0.086  -3.189  -0.02
C  -2.280  2.521  4.032  0.09
C  -0.148  0.788  -5.015  0.00
C  1.381  -0.384  3.951  0.01
C  1.162  0.972  -4.209  0.01
C  3.411  -1.650  1.721  -0.02
C  -1.430  3.093  2.805  -0.08
C  -2.331  3.844  1.740  0.09
C  -1.268  -3.615  1.194  0.01
C  -0.240  -2.567  1.446  0.16
C  -0.494  4.152  3.348  0.01
C  -1.454  -1.273  -4.373  0.00
C  -0.541  -2.265  -4.996  0.02
C  1.915  -1.659  1.694  0.25
C  0.321  2.099  -0.746  0.03
C  1.770  1.623  1.619  0.06
C  1.649  -3.674  0.157  0.07
C  1.320  -1.430  -3.310  0.10
C  -2.342  0.160  0.693  0.06
C  -2.457  -1.614  -1.421  0.07
C  -1.410  -1.351  3.400  -0.02
C  1.090  -1.208  2.734  0.20
C  1.059  -2.384  0.651  0.51
C  3.352  1.414  -0.593  0.03
C  -0.248  -1.698  2.529  0.14
C  -1.215  0.043  -4.284  0.01
C  0.954  -2.135  -4.601  0.03
H  2.369  2.542  1.648  0.02
H  -1.255  -1.543  4.477  0.01
H  2.417  -0.046  4.024  0.00
H  3.746  0.627  -1.249  0.00
H  0.102  0.315  -5.982  0.00
H  -1.967  0.674  -3.802  -0.01
H  1.474  -1.688  -5.469  0.00
H  -1.797  2.123  -1.225  0.00
H  1.711  -2.124  -2.538  -0.05
H  -2.291  -3.187  1.166  0.01
H  -3.300  0.637  0.417  0.02
H  -2.543  -0.779  1.215  0.01
H  -3.468  -1.202  -1.641  0.01
H  -1.758  0.862  1.341  -0.06
H  1.165  -0.958  4.862  0.01
H  0.737  1.830  2.026  -0.03
H  -1.093  5.002  3.697  0.00
H  -1.041  -4.138  0.251  0.00
H  2.282  0.870  2.214  -0.02
H  3.393  2.406  -1.079  0.01
H  -0.758  1.410  -2.513  0.00
H  -2.463  -1.643  -4.163  0.00
H  0.718  0.499  3.974  0.01
H  -0.018  2.605  0.172  0.02
H  -2.544  -2.395  -0.618  -0.01
H  2.252  0.281  -2.459  0.01
H  -0.490  1.808  -5.267  0.00
H  0.181  4.482  2.554  0.00
H  3.955  1.437  0.335  0.00
H  -1.288  -4.369  2.019  0.02
H  1.851  -4.284  1.050  0.01
H  2.601  -3.504  -0.372  -0.01
H  -1.644  -0.281  3.305  0.01
H  3.844  -0.639  1.833  0.02
H  -0.596  -2.254  -6.110  0.00
H  1.313  -3.181  -4.532  0.00
H  0.944  -4.202  -0.495  0.00
H  -0.910  -3.255  -4.677  0.00
H  0.101  3.752  4.176  0.00
H  -1.982  -2.119  -2.282  -0.02
H  3.802  -2.231  2.580  0.02
H  -2.313  -1.891  3.107  0.00
H  0.848  2.824  -1.392  -0.01
H  1.979  1.040  -4.953  0.00
H  1.157  1.938  -3.674  0.00
H  3.776  -2.124  0.800  0.00

Atoms 1-6, force components in eV/Å:
Pt 0.19 0.72 1.85
P 0.12 0.12 -0.01
P 1.12 -0.25 1.32
F 0.92 0.55 0.82
F -0.87 -0.82 1.21
F 1.36 -1.48 -0.60

=====

The following is a DFT calculation (ωB97M-V with the def2-TZVPD basis set) of a structure of composition C28H46HfN5O4P2S3.

Largest force on an atom = 0.12470 Eh/bohr
HOMO energy = -12.156 eV
Charge = +3
Orbital gap = 0.1372 Ha
Relative energy (zero: lowest compared OMol25 entry of this formula, charge and spin) = 402.27 kJ/mol
Energy = -3593.8072 Eh

Each line ends with the Mulliken charge.
Element x y z (Å)
Hf  7.444  12.647  11.264  0.79
S  8.890  14.751  8.836  -0.37
S  10.633  9.346  13.735  -0.09
S  9.781  12.033  10.717  -0.14
P  9.656  11.160  15.222  0.60
P  9.181  12.768  8.874  0.64
O  6.948  12.218  13.256  -0.55
O  7.601  12.194  8.918  0.02
O  9.842  11.948  7.741  0.00
O  8.253  13.861  12.784  -0.59
N  6.011  17.291  9.745  -0.15
N  6.162  14.327  10.629  -0.55
N  6.409  10.776  11.178  -0.55
N  11.047  7.025  15.105  -0.02
N  12.847  8.268  14.959  0.23
C  13.243  7.170  15.853  -0.56
C  5.841  8.281  11.612  -1.06
C  11.303  11.680  7.281  0.63
C  13.072  13.325  15.616  -0.61
C  11.068  12.016  15.972  0.70
C  7.605  10.088  7.572  -1.16
C  11.653  12.943  6.535  -1.31
C  6.810  12.309  6.565  -1.32
C  8.423  12.792  14.928  -1.39
C  12.159  11.216  8.454  -1.41
C  6.880  9.031  17.310  -0.74
C  9.634  9.625  17.564  -0.46
C  6.063  9.679  11.344  0.81
C  12.235  13.040  17.844  -0.62
C  5.559  15.499  11.392  -0.73
C  7.599  8.528  18.384  -0.54
C  7.488  9.984  16.416  -0.41
C  13.781  9.208  14.437  -0.96
C  8.872  10.264  16.576  0.47
C  9.007  8.795  18.495  -0.75
C  4.955  16.362  10.328  -0.51
C  11.537  8.198  14.659  -0.21
C  13.228  13.507  16.975  -0.57
C  12.026  12.557  15.124  -0.41
C  7.871  12.994  13.601  1.24
C  11.105  12.397  17.360  -0.49
C  6.934  11.427  7.807  0.40
C  12.038  6.274  15.885  -0.51
H  12.590  12.102  9.007  0.29
H  4.189  17.047  10.764  0.41
H  11.883  12.487  14.048  0.37
H  5.849  8.810  17.215  0.47
H  12.309  13.205  18.931  0.41
H  14.212  9.778  15.217  0.37
H  11.593  6.159  16.904  0.27
H  5.379  8.203  12.563  0.37
H  5.335  13.998  10.079  0.36
H  6.082  18.160  10.240  0.38
H  9.563  8.262  19.306  0.37
H  6.794  7.724  11.620  0.30
H  6.861  14.733  9.944  -0.16
H  4.807  15.073  12.129  0.45
H  6.835  9.358  7.227  0.43
H  14.069  14.046  17.413  0.43
H  5.916  11.236  8.209  0.38
H  12.215  5.283  15.451  0.31
H  11.831  13.759  7.231  0.34
H  10.711  9.761  17.618  0.54
H  10.060  6.836  15.059  0.21
H  8.081  9.666  8.456  0.27
H  8.324  10.192  6.760  0.30
H  14.586  8.674  13.935  0.34
H  13.462  7.561  16.882  0.28
H  6.874  10.451  15.626  0.21
H  11.138  10.851  6.582  0.26
H  13.313  9.907  13.726  0.23
H  6.316  16.019  12.016  0.38
H  6.157  13.200  6.719  0.29
H  10.828  13.263  5.873  0.32
H  9.042  13.679  15.162  0.53
H  13.048  10.685  8.041  0.43
H  13.732  13.861  14.911  0.38
H  6.922  16.785  9.795  0.17
H  12.534  12.809  5.905  0.45
H  7.099  7.833  19.061  0.39
H  14.160  6.698  15.506  0.37
H  7.626  12.706  15.653  0.62
H  11.599  10.557  9.111  0.44
H  5.864  17.510  8.767  0.37
H  6.196  11.771  5.814  0.46
H  5.201  7.856  10.806  0.37
H  7.734  12.688  6.110  0.25
H  4.511  15.775  9.498  0.36
H  10.283  12.310  18.086  0.45

Atoms 1-6, force components in eV/Å:
Hf 1.59 -0.14 0.25
S 0.45 -0.80 0.06
S 1.17 -1.68 0.55
S -0.06 0.27 -0.35
P -0.88 1.54 -1.30
P -0.36 -0.42 0.13